(1)
86
Properties=species:S:1:pos:R:3:forces:R:3:lowdin_charge:R:1 method="wB97M-V/def2-TZVPD" homo_ev=-11.4 e_lumo_ev=-4.9 relative_energy_ev=0.087 gap_ev=6.5 total_charge=+2 multiplicity=1
Pt 0.2602 0.4523 -2.8584 0.595 0.881 -0.349 0.865
As -1.9216 1.4138 -2.8066 -0.015 -0.088 0.128 1.041
As -1.3100 -1.7927 -2.3373 -0.316 -0.896 -0.190 1.120
F -1.8251 0.5713 3.6462 0.010 -0.006 0.010 0.071
O -0.5851 2.9080 -8.8707 -0.009 -0.002 0.029 0.101
O 0.1873 0.4566 -0.8007 -0.043 -0.069 -0.087 -0.232
O 2.1327 -0.4108 -2.8939 -0.298 0.355 0.019 -0.206
O 4.2026 -0.2816 -2.1122 0.031 0.053 -0.023 0.086
N 3.2345 -0.4459 1.7631 0.074 -0.038 -0.097 0.025
N -0.3558 4.2069 -7.0244 -0.023 0.034 0.024 0.174
N 0.3109 -1.0357 7.8707 0.013 -0.040 0.011 0.061
N 0.2378 0.0060 5.5353 0.004 0.008 0.100 -0.092
N 0.5355 0.6687 -4.8823 -0.141 -0.273 0.055 -0.133
C 3.4443 -0.4040 0.4384 0.047 0.039 0.101 0.064
C -0.3554 0.3109 1.8620 0.017 -0.007 0.054 0.102
C -0.9813 -0.3207 7.6129 -0.024 0.010 0.008 -0.073
C 1.1140 -0.3378 -5.5568 -0.053 0.042 0.050 -0.089
C 3.0023 -0.2440 -1.9514 -0.048 -0.358 0.216 -0.581
C -2.8673 0.4727 -1.3900 0.002 -0.102 -0.040 -0.408
C 1.4828 -0.1208 7.6126 0.023 0.027 -0.010 -0.064
C 1.2573 -0.3129 -6.9320 0.000 -0.005 -0.008 0.001
C 1.9676 -0.1959 2.2618 -0.152 0.028 0.015 -0.105
C 0.4442 0.0381 4.1407 0.014 -0.042 -0.115 -0.128
C 1.1429 0.7513 6.3983 0.021 0.032 0.012 -0.122
C 4.4259 -1.9856 3.4033 0.002 0.018 -0.003 -0.088
C -4.2544 -0.8920 0.5949 -0.021 0.007 0.023 -0.068
C -2.4740 -2.9488 -3.4211 -0.088 0.034 0.159 -0.286
C 1.1718 0.1326 -0.0745 0.190 -0.080 0.018 -0.279
C -3.7722 1.1461 -0.5763 0.025 0.046 -0.032 -0.100
C 2.4874 -0.1622 -0.5115 -0.116 0.178 -0.127 -0.008
C -1.1053 -0.0694 6.1044 -0.036 -0.031 -0.010 -0.127
C 0.1332 1.7475 -5.5677 -0.014 0.121 0.067 -0.098
C 1.7092 -0.2189 3.6382 -0.030 -0.016 -0.032 0.069
C -0.5895 -3.1561 -1.1293 -0.033 0.128 0.056 -0.280
C -3.3508 -1.5671 -0.2138 0.036 -0.052 -0.026 -0.097
C -0.2550 3.0346 -7.7151 -0.026 -0.031 -0.030 -0.496
C 0.7973 0.7796 -7.6422 0.021 0.021 0.079 0.041
C -2.2446 3.2970 -2.4621 0.043 -0.125 -0.038 -0.250
C -4.4611 0.4665 0.4182 -0.015 -0.005 0.032 -0.069
C 0.2468 1.8456 -6.9395 0.044 -0.006 -0.004 -0.100
C -2.6437 -0.9014 -1.2077 0.076 0.187 -0.076 -0.412
C 0.9301 0.0769 1.3605 0.043 0.000 0.045 -0.044
C -0.5793 0.2973 3.2072 0.009 0.034 -0.022 -0.178
C 5.3829 -1.6940 2.2868 -0.024 0.015 0.009 -0.067
C -2.9996 1.0846 -4.3889 0.077 -0.003 0.025 -0.238
C 4.3488 -0.6808 2.6615 0.045 -0.019 0.026 -0.252
H -3.2039 -2.6303 -0.0669 0.000 0.001 0.004 0.097
H 0.6912 1.6980 6.7178 -0.011 -0.015 -0.001 0.140
H -0.3020 2.5442 -4.9805 0.002 -0.008 -0.034 0.088
H 0.2365 4.3752 -6.2293 0.031 0.013 -0.023 0.101
H -4.0521 1.0692 -4.1118 0.006 0.011 0.016 0.047
H 3.6490 -2.7108 3.2017 -0.004 -0.003 0.002 0.116
H -1.1703 0.5257 1.1826 -0.019 0.000 -0.012 0.133
H -3.3163 3.4903 -2.4675 0.010 0.007 0.002 0.040
H 4.4585 -0.5672 0.0999 -0.004 -0.008 -0.004 0.151
H 1.7180 -1.1543 -7.4285 0.007 0.001 -0.001 0.124
H 0.3744 -1.8327 7.2347 -0.003 0.011 0.001 0.186
H 0.8582 0.8372 -8.7207 0.000 -0.007 -0.006 0.137
H 1.6432 0.4669 8.5146 0.007 0.006 -0.012 0.141
H -1.8557 -3.4960 -4.1314 0.013 0.012 0.014 0.026
H -0.6029 5.0135 -7.5778 0.008 0.001 0.004 0.121
H 0.0311 -3.8214 -1.7288 -0.003 0.018 -0.005 0.034
H -5.1640 0.9982 1.0457 -0.004 0.004 -0.001 0.112
H 2.5099 -0.4692 4.3180 0.003 0.001 0.007 0.112
H -1.6965 0.8391 5.9639 0.023 0.001 0.011 0.136
H -0.9369 0.6005 8.1910 -0.018 -0.004 -0.010 0.140
H -1.8016 -0.9273 7.9891 0.006 0.000 -0.006 0.143
H 0.3458 -1.3986 8.8237 0.002 -0.001 -0.006 0.189
H -1.8126 3.5909 -1.5081 0.011 -0.043 0.003 0.042
H -1.3640 -3.7446 -0.6398 -0.027 0.017 -0.027 0.022
H 6.4090 -1.4572 2.5245 0.002 0.001 0.003 0.118
H 5.2478 -2.2473 1.3685 0.000 0.002 -0.008 0.116
H -1.6417 -0.8923 5.6334 -0.007 0.022 -0.004 0.138
H 1.4674 -1.1640 -4.9598 -0.009 -0.029 0.016 0.110
H -4.8027 -1.4294 1.3576 -0.001 -0.005 0.003 0.111
H 0.0396 -2.6821 -0.3752 -0.010 0.002 -0.003 0.014
H -3.9496 2.2065 -0.7036 0.001 -0.004 -0.014 0.094
H 2.3490 -0.7564 7.4400 -0.004 0.004 -0.004 0.137
H -3.0284 -3.6585 -2.8074 0.005 0.017 0.024 0.031
H -2.8327 1.8707 -5.1240 0.020 0.007 0.005 0.034
H 2.0575 1.0038 5.8704 -0.004 -0.001 0.007 0.129
H -1.7823 3.8810 -3.2569 0.018 -0.031 0.003 0.029
H -3.1848 -2.3348 -3.9731 0.027 0.006 -0.014 0.017
H 4.7929 -1.9676 4.4202 -0.001 -0.004 0.005 0.106
H -2.7176 0.1263 -4.8233 -0.015 0.001 0.024 0.026
H 4.6804 0.2189 3.1661 0.004 -0.007 -0.008 0.159

(2)
15
Properties=species:S:1:pos:R:3:forces:R:3:lowdin_charge:R:1 method="wB97M-V/def2-TZVPD" smiles="C=N.CCN" homo_ev=-9.1 e_lumo_ev=1.1 relative_energy_ev=1.266 gap_ev=10.2 total_charge=0 multiplicity=1
N 0.0772 -1.3544 -0.7905 -0.162 -0.306 0.238 -0.011
N 2.0987 1.7795 0.0656 -0.199 0.377 -0.470 0.011
C 2.7322 1.5890 1.1346 -0.002 -0.426 0.045 -0.144
C -1.9069 -0.4278 0.3165 -1.063 1.572 0.215 -0.126
C -1.3646 -1.2241 -0.8365 -0.573 -0.442 -0.468 -0.375
H 0.4895 -0.4435 -0.8825 0.303 0.414 0.074 0.037
H -2.8215 0.0506 -0.0637 -0.056 -0.127 0.330 0.068
H 1.3525 2.4711 0.1684 0.007 -0.176 0.170 0.038
H 2.4837 2.0127 2.1035 0.002 0.280 0.110 0.060
H -1.3018 0.4327 0.6280 0.365 -0.224 -0.352 0.062
H -2.1852 -0.9015 1.2546 0.241 -0.666 -0.171 0.065
H 3.5615 0.8903 1.1024 0.135 -0.089 0.122 0.055
H -1.8672 -2.1985 -0.8603 0.442 -0.168 0.296 0.105
H 0.4111 -1.8930 -1.5685 0.154 -0.290 -0.283 0.056
H -1.7592 -0.7832 -1.7718 0.408 0.270 0.145 0.099

(3)
72
Properties=species:S:1:pos:R:3:forces:R:3:lowdin_charge:R:1 method="wB97M-V/def2-TZVPD" homo_ev=-1.5 e_lumo_ev=4.3 relative_energy_ev=0.298 gap_ev=5.8 total_charge=-2 multiplicity=1
Ag 0.3318 -0.1614 0.8985 0.160 0.157 -0.089 0.726
S 3.0466 -2.4487 -2.0545 -0.042 -0.008 0.043 1.088
S 1.6725 -2.3126 1.9128 -0.073 -0.250 -0.063 1.081
S -1.6484 -4.7382 -0.5806 0.043 0.137 0.089 1.061
O -0.5938 -0.1954 3.1536 -0.162 -0.084 0.178 -0.120
O 2.8345 0.1561 0.5927 0.206 0.124 -0.073 -0.138
O -2.1904 -1.8975 0.7972 -0.118 -0.125 0.035 0.009
O 0.6116 -1.9728 -0.8801 0.216 -0.068 0.192 -0.304
N -1.9285 -1.2073 -1.3396 -0.105 0.061 0.205 0.014
N 0.9291 2.1312 -0.2517 -0.179 0.063 0.037 0.008
N -1.5370 1.3825 0.9857 -0.032 -0.056 -0.256 -0.008
N -4.0722 -1.6376 -0.4767 0.065 0.001 -0.081 0.142
C 5.3023 1.7193 -2.3482 -0.002 -0.034 0.063 -0.163
C -2.6743 -1.6140 -0.2848 0.205 0.185 -0.069 -0.666
C -0.1123 -4.5474 -2.5889 -0.061 -0.025 -0.093 -0.131
C 1.5329 -3.2707 3.3207 0.007 -0.029 0.005 -0.408
C -2.1790 -5.4317 -2.0510 -0.004 -0.002 -0.011 -0.448
C 2.2550 -3.6706 -1.1523 -0.138 0.266 0.085 -0.460
C 4.8996 0.1602 -0.5353 0.049 0.053 -0.044 -0.062
C -2.4594 -0.8118 -2.6160 0.072 -0.128 0.012 -0.115
C -1.2612 -5.2510 -3.0432 0.066 0.056 -0.005 -0.213
C 4.4013 -3.4586 -2.3411 -0.044 0.023 0.016 -0.433
C -0.2320 2.9946 -0.2629 0.036 -0.069 0.035 -0.255
C -4.2204 0.1583 3.1123 0.030 -0.033 -0.031 -0.107
C -2.2475 -1.1977 4.4962 -0.071 0.048 0.019 -0.037
C 3.1565 1.7397 -1.1759 -0.051 0.034 0.018 -0.153
C 0.9517 -3.5332 0.9361 0.089 -0.156 -0.068 -0.437
C 3.5594 0.6553 -0.3026 -0.137 -0.081 0.032 -0.431
C 4.2557 -4.6821 -1.7531 -0.132 -0.082 0.120 -0.217
C 4.0344 2.2257 -2.1553 0.006 -0.041 0.025 -0.109
C 1.8707 2.4005 -1.0625 0.129 -0.045 -0.026 -0.143
C 3.0137 -4.8004 -1.0613 0.067 -0.048 -0.071 -0.137
C -0.1669 -4.1909 -1.2699 0.035 -0.117 0.017 -0.405
C -1.5145 2.1733 -0.2254 0.034 -0.062 -0.001 -0.250
C 0.9915 -4.4923 3.0567 -0.054 -0.017 -0.088 -0.205
C 5.7213 0.6675 -1.5055 -0.088 0.025 -0.025 -0.146
C -4.5864 -0.6439 4.1724 0.059 -0.036 0.068 -0.162
C 0.8699 -3.2817 -0.5717 0.021 0.184 -0.176 -0.630
C -2.8902 0.3300 2.7090 0.009 -0.045 -0.059 -0.171
C -2.6639 1.1170 1.5175 0.037 0.067 0.200 -0.150
C 0.6635 -4.6450 1.6756 0.044 -0.026 0.147 -0.166
C -3.5616 -1.3319 4.8571 0.000 0.074 -0.108 -0.143
C -1.8165 -0.3379 3.4179 0.068 0.074 -0.029 -0.419
H -2.3860 2.8414 -0.3032 -0.066 0.014 0.011 0.101
H -2.6660 -1.6612 -3.2842 0.008 -0.009 0.030 0.071
H -1.4663 -1.7512 5.0060 -0.003 0.021 0.001 0.094
H 5.2202 -0.6634 0.0931 -0.018 0.005 0.006 0.100
H -4.9899 0.6726 2.5396 -0.004 0.011 0.000 0.090
H 2.6980 -5.6807 -0.5135 0.014 0.062 -0.007 0.107
H -3.1344 -5.9331 -2.1042 0.043 0.009 -0.013 0.044
H -0.2418 3.6692 -1.1354 0.017 0.019 -0.045 0.094
H -4.5056 -2.0777 0.3221 0.021 -0.019 0.003 0.087
H 1.8389 -2.8689 4.2751 -0.036 -0.017 -0.043 0.058
H 1.7386 3.2481 -1.7619 0.034 0.031 -0.036 0.101
H -1.5227 1.5051 -1.0970 0.006 0.000 0.061 0.096
H 6.7134 0.2422 -1.6373 -0.005 0.003 0.010 0.082
H -0.8989 -1.3567 -1.1996 -0.112 -0.353 -0.145 0.080
H 5.2535 -3.0912 -2.8938 -0.036 -0.003 0.012 0.048
H -3.8230 -1.9911 5.6804 0.004 -0.018 0.012 0.079
H -3.5812 1.5063 1.0424 -0.063 0.047 0.033 0.110
H -3.3827 -0.2434 -2.4913 -0.012 0.075 -0.002 0.069
H 0.2325 -5.5492 1.2672 0.006 0.059 -0.030 0.077
H 3.6859 3.0426 -2.7842 -0.013 0.007 -0.005 0.087
H 0.7309 -4.2880 -3.2165 -0.031 -0.023 0.037 0.110
H 5.0032 -5.4664 -1.7854 -0.005 0.040 -0.022 0.079
H -4.3616 -2.0463 -1.3539 -0.041 0.016 0.001 0.067
H -1.7304 -0.1746 -3.1179 -0.008 -0.003 -0.009 0.077
H -1.3927 -5.6037 -4.0586 -0.004 0.001 0.021 0.083
H 5.9541 2.1165 -3.1166 0.006 -0.003 -0.006 0.065
H -5.6248 -0.7546 4.4625 0.011 -0.002 -0.011 0.064
H 0.8054 -5.2497 3.8097 0.010 0.051 -0.029 0.082
H -0.2115 3.6117 0.6432 0.019 0.014 -0.012 0.109

(4)
15
Properties=species:S:1:pos:R:3:forces:R:3:lowdin_charge:R:1 method="wB97M-V/def2-TZVPD" smiles="N#C/C=C/CCN" homo_ev=-9.8 e_lumo_ev=0.5 relative_energy_ev=0.979 gap_ev=10.3 total_charge=0 multiplicity=1
N 2.6477 3.0448 -0.0518 -0.822 -0.690 0.301 0.135
N 0.4843 -1.7417 0.1497 0.137 -0.102 -0.186 -0.004
C 1.7999 2.3153 0.2514 0.698 0.647 -0.284 -0.232
C -1.2393 0.0018 0.1534 -0.015 0.044 0.060 -0.200
C 0.7693 1.3900 0.6301 -0.163 -0.062 -0.104 -0.118
C -0.2339 1.0585 -0.1890 0.183 0.047 0.108 -0.104
C -0.8024 -1.3579 -0.4153 -0.268 0.009 -0.086 -0.295
H -1.3226 -0.0947 1.2411 0.023 0.023 -0.139 0.115
H 0.8583 0.9358 1.6144 -0.002 0.093 -0.142 0.115
H -1.5428 -2.1064 -0.1144 0.077 0.102 -0.059 0.111
H 0.6818 -2.7158 -0.0503 -0.011 0.072 0.033 0.068
H 1.2291 -1.1985 -0.2766 -0.044 -0.065 0.115 0.064
H -2.2242 0.2679 -0.2466 0.138 -0.040 0.042 0.112
H -0.2869 1.5144 -1.1779 0.028 -0.061 0.146 0.124
H -0.8182 -1.3135 -1.5184 0.041 -0.017 0.194 0.110

(5)
64
Properties=species:S:1:pos:R:3:forces:R:3:lowdin_charge:R:1 method="wB97M-V/def2-TZVPD" homo_ev="-16.1 / -15.4" e_lumo_ev="-9.7 / -10.7" gap_ev="6.4 / 4.7" total_charge=+3 multiplicity=1
I 6.1700 -1.5616 -0.1769 0.042 -0.109 0.059 1.143
I 7.3445 3.4829 -3.0252 0.130 0.126 -0.059 1.233
Sn 1.1578 -0.1070 -1.1408 -0.084 -0.014 -0.270 1.312
Cl 0.6763 1.4549 1.7939 -0.288 0.000 0.209 0.592
P -2.2780 0.0353 1.9480 -0.089 -0.040 0.145 1.200
O 3.2219 -0.5269 -0.8820 0.184 -0.049 0.111 -0.247
N 2.2946 1.6989 -1.9743 0.009 0.107 -0.025 -0.034
N 1.3850 -0.9160 -3.2015 -0.023 -0.176 -0.046 -0.145
N 1.3777 -2.4603 -4.7554 -0.076 -0.004 -0.014 -0.092
C -0.7001 -1.8401 3.2079 -0.062 0.007 0.027 -0.062
C 4.5299 2.4886 -2.4119 0.043 0.015 0.027 -0.172
C -2.1167 2.3893 5.2295 -0.002 -0.001 -0.025 -0.028
C 1.0394 -0.3257 -4.4037 0.025 0.050 0.068 -0.101
C 5.4947 0.1170 -1.1239 -0.015 0.063 -0.116 -0.638
C 1.5698 -2.2100 -3.4617 0.068 0.008 -0.024 -0.132
C 6.3778 1.0556 -1.6372 -0.058 0.027 0.011 -0.186
C 3.6361 1.5405 -1.9142 -0.040 -0.049 0.021 -0.145
C -0.0184 2.6860 4.0750 -0.061 0.020 0.031 -0.080
C -0.7200 -4.1675 2.6132 -0.002 -0.008 -0.004 -0.029
C -4.0358 0.0958 1.8158 -0.084 -0.024 -0.118 -0.380
C -4.8482 -0.9802 2.2043 0.018 0.017 0.040 -0.065
C 1.4435 -3.7761 -5.4034 0.018 0.012 0.012 0.038
C 4.0932 0.3150 -1.2793 -0.043 0.022 -0.045 -0.371
C -5.9825 1.3543 1.1630 0.020 -0.010 -0.024 -0.042
C -6.7836 0.2845 1.5494 -0.020 -0.009 -0.010 -0.019
C -0.8646 2.9798 5.1379 0.005 0.012 -0.014 -0.018
C -1.6969 1.1925 3.1715 -0.018 0.090 -0.047 -0.385
C -0.2519 -3.1319 3.4148 0.018 -0.003 -0.029 -0.041
C -1.6577 -1.5927 2.2143 0.157 -0.084 -0.071 -0.373
C -6.2211 -0.8690 2.0854 0.008 -0.002 -0.015 -0.035
C -2.5377 1.5112 4.2459 0.001 0.012 0.004 -0.046
C 5.9465 2.2135 -2.2828 -0.124 -0.126 0.072 -0.642
C 2.6134 3.8107 -3.0216 0.000 0.008 0.005 0.022
C 3.9792 3.6477 -2.9851 0.002 -0.016 -0.027 0.024
C 1.0343 -1.2796 -5.3672 0.020 -0.020 -0.030 -0.007
C 1.7943 2.8097 -2.5029 0.027 0.013 0.038 -0.075
C -4.6105 1.2647 1.2911 0.004 0.017 0.053 -0.079
C -0.4450 1.8003 3.1068 0.317 0.099 0.036 -0.628
C -2.1097 -2.6378 1.3906 -0.054 0.018 0.068 -0.095
C -1.6457 -3.9217 1.6025 0.042 0.001 -0.011 -0.050
H 2.1693 4.7030 -3.4391 -0.004 -0.011 -0.019 0.136
H 0.8242 -1.2225 -6.4212 0.012 0.001 -0.006 0.146
H 0.4884 -4.2855 -5.3023 -0.007 0.009 -0.012 0.109
H -2.7670 2.6147 6.0630 -0.008 0.010 -0.006 0.127
H 0.4496 -3.3380 4.2115 0.023 0.009 -0.016 0.123
H -4.4120 -1.8737 2.6302 -0.001 -0.005 -0.006 0.112
H 0.7157 2.9128 -2.5112 -0.001 -0.002 -0.002 0.135
H 1.8562 -2.9648 -2.7464 -0.009 -0.002 0.004 0.156
H -2.0071 -4.7365 0.9902 -0.016 0.002 0.001 0.120
H 2.2308 -4.3653 -4.9419 0.003 0.000 -0.003 0.105
H 1.6719 -3.6341 -6.4551 0.021 -0.005 0.003 0.107
H -7.8568 0.3484 1.4282 -0.005 0.024 0.053 0.126
H -0.3645 -5.1757 2.7796 -0.019 -0.005 0.017 0.124
H -3.9821 2.0949 0.9910 -0.003 0.005 0.000 0.113
H -2.8485 -2.4462 0.6215 0.029 0.002 -0.030 0.115
H -0.5393 3.6831 5.8925 0.006 -0.020 0.018 0.129
H -6.4320 2.2497 0.7567 0.003 0.004 0.000 0.122
H -6.8570 -1.6784 2.4166 0.003 -0.018 -0.030 0.125
H -3.5175 1.0564 4.3103 -0.007 0.009 -0.005 0.121
H -0.3442 -1.0349 3.8378 -0.013 -0.002 0.015 0.111
H 7.4404 0.8814 -1.5323 0.003 0.000 -0.005 0.098
H 0.9553 3.1484 4.0002 0.010 -0.012 -0.003 0.117
H 4.6297 4.4105 -3.3928 -0.002 0.014 0.020 0.091
H 0.8406 0.7277 -4.4970 -0.034 -0.003 -0.002 0.111